CH9NO2 | ωB97M-V/def2-TZVPD

XYZ file:
```
13
Properties=species:S:1:pos:R:3
C -0.02170 -0.25255 1.25982
N -0.24373 -1.58528 0.69398
H 0.96513 0.12261 0.99301
H -0.11968 -0.18983 2.35822
H -0.80936 0.42921 0.94265
H 0.35150 -2.27036 1.16611
H -1.17904 -1.91991 0.93614
H 0.13289 -0.89074 -2.69781
H -0.48082 -1.24931 -1.35083
O -0.45976 -1.53561 -2.28561
H -0.04168 3.50446 -0.77757
H 1.07257 2.50142 -0.84851
O 0.83367 3.33589 -0.38960
```

Summary:
Multiplicity = 2
Relative energy (zero: lowest compared OMol25 entry of this formula, charge and spin) = 34.20 kJ/mol
LUMO level (spin up / spin down) = 4.21 / 4.09 eV
Strongest force on any atom = 1.0 eV/Å
<S²> = 0.750
Highest occupied orbital energy (spin up / spin down) = 1.06 / -6.28 eV
E_tot = -6766.8158 eV
Charge = -1
Kohn-Sham gap (spin up / spin down) = 3.149 / 10.366 eV



C48H112N14O16Pt | ωB97M-V/def2-TZVPD

XYZ file:
```
191
Properties=species:S:1:pos:R:3
Pt -10.44568 -2.78098 6.17381
C -7.21212 -4.96354 7.29014
C -7.70616 -3.72787 8.06599
C -6.57774 -3.16634 9.01035
O -8.41888 -2.85794 7.26379
H -6.52863 -5.60150 7.85045
H -6.58623 -4.56034 6.49403
H -7.97897 -5.63472 6.90344
H -8.36587 -4.00788 8.88726
H -6.31820 -4.02090 9.63523
H -6.75675 -2.37993 9.74357
H -5.67048 -3.09874 8.41003
C -14.12298 -4.09831 3.77241
C -12.87207 -3.06163 3.83223
C -13.24801 -1.77509 3.05061
O -12.40143 -2.77364 5.10644
H -14.94772 -3.55597 4.23476
H -13.94976 -5.08350 4.20540
H -14.24177 -4.40731 2.73389
H -12.07356 -3.58704 3.30836
H -12.59060 -0.92196 3.21818
H -14.25921 -1.45280 3.29905
H -13.35185 -2.09187 2.01284
C -12.23126 -5.44029 -1.63719
O -11.79581 -5.65217 -2.77202
N -13.46322 -5.80867 -1.28456
C -13.92149 -5.77134 0.13841
C -14.50393 -6.34603 -2.10135
H -11.61032 -5.02323 -0.82928
H -13.04784 -5.96424 0.76102
H -14.52396 -6.64464 0.38835
H -14.36150 -4.81555 0.42295
H -14.53780 -7.43529 -2.07931
H -15.41959 -5.93185 -1.67930
H -14.35395 -6.09006 -3.15020
C -10.87322 -6.14588 5.75304
O -10.29176 -5.06569 5.82464
N -10.83656 -6.99033 4.66100
C -11.65158 -8.27438 4.68811
C -9.99761 -6.61241 3.56810
H -11.44696 -6.52218 6.61410
H -11.50254 -8.78600 5.63897
H -11.38904 -8.90096 3.83573
H -12.71525 -8.04814 4.61369
H -9.83337 -7.52482 2.99482
H -10.64419 -5.95601 2.98572
H -9.04599 -6.20536 3.90988
C -13.69292 -10.81641 1.75830
O -13.65258 -12.11562 1.73779
N -14.78151 -10.07468 2.15785
C -14.68782 -8.70835 2.44607
C -16.16932 -10.60899 2.24934
H -12.82462 -10.17047 1.55577
H -15.56497 -8.06138 2.43407
H -13.88797 -8.31327 1.81977
H -14.40762 -8.65559 3.49812
H -16.75680 -10.08959 1.49225
H -16.28060 -11.68968 2.16090
H -16.77217 -10.45864 3.14492
C -9.54782 0.43454 5.94547
O -10.09917 -0.66403 5.89464
N -10.18286 1.60483 5.75213
C -11.60210 1.50401 5.24459
C -9.67657 2.93292 5.88537
H -8.47423 0.51195 6.17707
H -12.23096 1.75578 6.09855
H -11.74328 0.64080 4.59417
H -11.82873 2.36817 4.62010
H -9.36143 3.41844 4.96175
H -10.15370 3.64534 6.55834
H -8.71421 2.74860 6.36284
C -22.11431 -4.92842 4.96593
O -23.25736 -5.31194 5.17790
N -21.57670 -4.50994 3.76076
C -22.35894 -4.61326 2.50053
C -20.19347 -4.03154 3.64066
H -21.33619 -4.96578 5.74397
H -23.34907 -5.03623 2.67038
H -21.82173 -5.19503 1.75149
H -22.41335 -3.64321 2.00640
H -19.63221 -4.64375 2.93476
H -20.18495 -3.00774 3.26666
H -19.57705 -3.99366 4.53882
C -8.35656 -2.96492 3.10236
O -9.19909 -3.05067 4.04001
N -7.00257 -2.62389 3.26467
C -5.99323 -2.71925 2.20283
C -6.48148 -2.16277 4.47012
H -8.69494 -3.32911 2.11998
H -5.57364 -3.70187 2.41849
H -5.13652 -2.04704 2.15514
H -6.50706 -2.86780 1.25308
H -6.43739 -1.07371 4.46044
H -7.19927 -2.36719 5.26453
H -5.54806 -2.57862 4.84945
C -12.09448 -3.59165 8.67670
O -11.34743 -2.81091 8.06206
N -11.99257 -3.86408 9.98624
C -12.67292 -5.00117 10.56421
C -11.16613 -3.07284 10.85562
H -12.67537 -4.35005 8.12934
H -13.12933 -5.71561 9.87911
H -13.33038 -4.51571 11.28543
H -12.05000 -5.53305 11.28336
H -11.82432 -2.31583 11.28202
H -10.79092 -3.77959 11.59576
H -10.27295 -2.69679 10.35670
C -14.96512 -6.27295 6.19035
O -13.85173 -6.54835 6.56298
N -15.84438 -7.27973 5.83090
C -17.12133 -6.98215 5.19428
C -15.74144 -8.72211 6.03835
H -15.43035 -5.30351 5.95382
H -17.44259 -5.94056 5.19477
H -17.90267 -7.45357 5.79039
H -17.12488 -7.31087 4.15504
H -16.72978 -9.16391 5.91159
H -15.14161 -9.28950 5.32675
H -15.36494 -9.06083 7.00356
C -15.27573 -2.59128 7.25735
O -15.83687 -3.36479 8.10331
N -15.49566 -1.24096 7.29584
C -16.32864 -0.69089 8.27704
C -14.90052 -0.35788 6.32203
H -14.69635 -2.98402 6.40747
H -17.33095 -1.11763 8.31414
H -16.47883 0.38094 8.14771
H -15.95267 -0.91275 9.27580
H -14.37530 -1.01740 5.63118
H -15.52605 0.36756 5.80189
H -14.22063 0.28847 6.87707
C -9.60922 -7.63300 0.00797
O -10.03601 -6.72588 0.69164
N -8.95140 -7.39555 -1.13383
C -8.69012 -6.12508 -1.80598
C -8.29735 -8.46113 -1.85334
H -9.75244 -8.70339 0.22234
H -7.61070 -6.02814 -1.92236
H -8.75073 -5.28948 -1.10869
H -9.25720 -5.91167 -2.71206
H -8.85506 -8.50607 -2.78878
H -7.21783 -8.31534 -1.89172
H -8.37662 -9.42348 -1.34767
C -9.21693 -2.06144 -1.09410
O -8.78867 -1.72294 -0.04045
N -9.26713 -1.23400 -2.17113
C -8.55201 0.01264 -2.20332
C -9.98809 -1.69967 -3.39802
H -9.73187 -3.01921 -1.26650
H -7.58798 -0.02355 -2.71070
H -8.33169 0.43562 -1.22319
H -9.27346 0.76649 -2.51847
H -10.21705 -2.74604 -3.19602
H -10.79106 -1.11886 -3.85191
H -9.13716 -1.60302 -4.07231
C -6.10458 0.76225 0.87008
O -4.98509 0.77004 0.28418
N -6.77151 1.75302 1.55127
C -7.97392 1.43309 2.35160
C -6.12055 3.10567 1.74105
H -6.66717 -0.18020 0.95652
H -8.70528 0.74421 1.92890
H -8.50499 2.32062 2.69564
H -7.55880 0.90831 3.21205
H -5.93414 3.34462 2.78807
H -5.18334 3.07041 1.18563
H -6.83231 3.82448 1.33509
C -16.50655 1.78531 -2.17167
O -17.15717 0.97619 -1.50518
N -15.15011 1.93856 -2.07471
C -14.36181 2.92245 -2.87977
C -14.36304 1.30543 -0.97150
H -16.98991 2.32760 -2.99900
H -14.29166 2.66930 -3.93764
H -13.37016 3.02496 -2.43907
H -14.78781 3.88804 -2.60725
H -13.42392 0.92964 -1.37763
H -14.08991 2.04675 -0.22053
H -14.97504 0.54576 -0.48523
C -18.65797 -5.69639 -0.10577
O -18.62251 -6.56574 0.71172
N -18.12706 -4.44640 -0.00457
C -18.40509 -3.36925 -0.89667
C -17.48789 -4.14488 1.27481
H -19.20221 -5.87258 -1.04650
H -18.71564 -3.79078 -1.85268
H -17.54347 -2.72208 -1.06055
H -19.22560 -2.67751 -0.70592
H -16.47442 -3.82189 1.03681
H -17.94785 -3.23904 1.66977
H -17.25779 -4.81738 2.10118
```

Summary:
Multiplicity = 3
Relative energy (zero: lowest compared OMol25 entry of this formula, charge and spin) = 0.00 kJ/mol
LUMO level (spin up / spin down) = -0.04 / -0.04 eV
Strongest force on any atom = 5.4 eV/Å
<S²> = 2.003
Highest occupied orbital energy (spin up / spin down) = -5.93 / -6.32 eV
E_tot = -108449.9917 eV
Charge = 0
Kohn-Sham gap (spin up / spin down) = 5.895 / 6.281 eV



C4H12NOS | ωB97M-V/def2-TZVPD

XYZ file:
```
19
Properties=species:S:1:pos:R:3
N -2.27915 0.60696 -0.25864
C -0.83749 0.04443 -0.12026
C -0.04547 0.70942 -1.25848
O -0.86925 0.73748 -2.40187
C -0.36560 0.41651 1.32657
C 1.17903 0.24450 1.38349
S 1.79908 -1.37367 0.76600
H -2.25420 1.11885 -1.15460
H -2.50776 1.23965 0.49598
H -3.05844 -0.04285 -0.39555
H -0.93986 -1.03745 -0.17298
H 0.84613 0.09364 -1.32314
H 0.19870 1.72846 -0.95025
H -0.45272 0.17804 -3.05939
H -0.48328 1.50219 1.25439
H -0.75705 -0.30301 2.03638
H 1.75941 1.01128 0.87891
H 1.49276 0.28701 2.43022
H 1.13295 -2.17686 1.60316
```

Summary:
Relative energy (zero: lowest compared OMol25 entry of this formula, charge and spin) = 76.69 kJ/mol
LUMO level = -3.31 eV
Strongest force on any atom = 3.9 eV/Å
Highest occupied orbital energy = -12.76 eV
E_tot = -18708.2717 eV
Charge = +1
Kohn-Sham gap = 9.455 eV
SMILES string = [NH3+][C@@H](CO)CCS



C18H20N2O4S | ωB97M-V/def2-TZVPD

XYZ file:
```
45
Properties=species:S:1:pos:R:3
C 0.78094 3.10088 1.61455
O 1.37011 1.82155 1.68323
C 0.55649 0.74485 1.88843
C 1.20024 -0.47941 2.06555
C 0.46126 -1.62776 2.25672
C -0.92264 -1.57713 2.26009
C -1.57140 -0.36496 2.08007
C -3.07285 -0.31515 1.98448
N -3.45935 -0.74621 0.64724
S -3.20549 0.38432 -0.57176
O -4.05391 -0.01287 -1.65678
O -3.34819 1.72166 -0.05626
C -1.49100 0.13104 -0.98052
C -0.69739 1.23381 -1.22358
C 0.66499 1.07669 -1.38727
C 1.23861 -0.19438 -1.29577
N 2.62442 -0.32781 -1.32492
C 3.49002 0.80167 -1.02323
C 4.83094 0.15128 -0.68007
C 4.80606 -1.12938 -1.50439
C 3.32823 -1.46678 -1.61086
O 2.86776 -2.53941 -1.91752
C 0.40892 -1.30687 -1.13141
C -0.95227 -1.14000 -0.97403
C -0.83163 0.79725 1.90854
H 1.60767 3.79857 1.48662
H 0.09683 3.18400 0.76580
H 0.24512 3.34121 2.53733
H 2.27842 -0.50398 2.05046
H 0.96755 -2.57063 2.39665
H -1.50014 -2.47847 2.39419
H -3.43258 0.70426 2.17296
H -3.52331 -0.99883 2.70712
H -4.41108 -1.07504 0.58243
H -1.16072 2.20756 -1.25788
H 1.27900 1.94335 -1.57091
H 3.58722 1.45271 -1.90064
H 3.07791 1.37525 -0.19059
H 4.86870 -0.08759 0.38320
H 5.67297 0.79736 -0.91887
H 5.18812 -0.96818 -2.51488
H 5.35861 -1.95567 -1.06225
H 0.84105 -2.29261 -1.10888
H -1.59999 -1.98554 -0.81201
H -1.36039 1.72538 1.76200
```

Summary:
Relative energy (zero: lowest compared OMol25 entry of this formula, charge and spin) = 139.37 kJ/mol
LUMO level = 0.59 eV
Strongest force on any atom = 0.9 eV/Å
Highest occupied orbital energy = -8.59 eV
E_tot = -40996.1620 eV
Charge = 0
Kohn-Sham gap = 9.177 eV
SMILES string = COc1cccc(CNS(=O)(=O)c2ccc(N3CCCC3=O)cc2)c1



> The lowest strongest force on any atom belongs to which entry?

C18H20N2O4S